1.
60
Properties=species:S:1:pos:R:3:mulliken_charge:R:1 method="wB97M-V/def2-TZVPD" multiplicity=3 e_homo_ev="-5.660 / -7.813" lumo_energy_ha="-0.019 / -0.020" s2=2.04
F 4.902 1.570 1.236 -0.26
C -1.447 2.285 1.454 -0.43
Cl 2.639 -6.663 -0.348 -0.24
H -4.252 0.643 -4.491 0.48
C -0.949 1.445 4.039 0.45
H -1.607 1.806 -4.724 0.32
C -2.803 -0.328 -0.950 -0.73
S 2.922 2.354 -4.427 -0.11
C -2.618 0.763 -3.103 0.50
C 0.291 -0.424 3.051 0.87
H 1.815 4.317 -5.357 0.49
C -0.549 1.528 -2.896 0.24
C 3.702 0.967 1.212 0.58
H -2.458 3.965 2.317 0.44
N 0.532 3.228 -4.166 -0.71
H -5.524 -0.843 -2.990 0.36
F 3.037 1.294 2.349 -0.24
C -3.853 0.352 -3.553 -1.17
C 1.891 1.476 -3.418 -0.37
C 1.666 3.455 -4.721 -0.17
N 0.753 -0.962 1.870 0.41
C -1.714 2.593 3.828 -0.56
C 0.504 -2.649 -0.465 0.44
H -0.119 -3.304 -2.452 0.47
C -0.651 0.962 5.348 -1.09
C -4.575 -0.429 -2.650 -0.44
C -0.423 0.808 2.886 0.78
S 2.834 1.646 -0.277 1.42
O 2.515 0.379 -0.914 -0.67
O 3.722 2.539 -0.932 -0.57
H 2.224 0.536 -2.985 0.56
N -1.651 1.545 -3.742 -0.07
C 1.221 -3.057 0.693 0.83
C 1.225 -2.272 1.876 -0.82
H 0.989 -5.464 -2.313 0.38
N -0.761 0.903 -1.786 0.72
H 1.603 -2.653 2.805 0.17
F 3.900 -0.316 1.116 -0.20
H 0.769 -1.949 4.457 0.30
H -4.675 -1.336 -0.713 0.45
H 0.088 -0.623 6.487 0.40
H -0.966 1.522 6.205 0.39
C -4.072 -0.768 -1.391 -1.01
C -2.062 0.445 -1.881 0.25
C 1.874 -4.334 0.733 -1.19
O 1.565 2.112 0.254 -0.55
Ti 0.479 0.156 0.153 0.60
N -0.713 1.194 1.644 0.90
C 0.670 2.094 -3.404 -0.11
O -0.068 -1.454 -0.586 0.15
H -2.440 -0.584 0.008 0.45
C -0.037 -0.236 5.493 -0.86
C 0.425 -3.540 -1.556 -0.76
H 2.421 -4.583 1.649 0.37
H -1.605 2.488 0.414 0.56
C 0.399 -0.940 4.339 -1.32
C -1.945 3.050 2.518 -1.17
H -2.034 3.121 4.702 0.46
C 1.860 -5.102 -0.413 0.36
C 1.135 -4.729 -1.534 -0.71

=====

2.
59
Properties=species:S:1:pos:R:3:mulliken_charge:R:1 method="wB97M-V/def2-TZVPD" e_homo_ev=-11.671 lumo_energy_ha=-0.125 total_charge=+1
H -0.603 -1.377 -1.894 0.27
F 0.882 4.880 -4.339 -0.26
C 2.916 -0.298 1.472 -0.41
H 3.925 3.358 2.220 0.44
C -0.955 -0.593 3.589 -1.16
C 1.929 -3.376 -2.894 -0.60
C 3.642 2.335 2.010 -0.74
C 2.998 -2.703 -2.311 -0.75
P 1.066 0.389 -0.463 1.01
Br -1.415 2.714 -0.306 -0.02
H 4.008 -3.072 -2.439 0.44
F -2.046 -2.452 1.502 -0.16
C 1.476 -1.082 -1.410 0.17
H -0.199 -3.423 -3.197 0.50
C 2.780 -1.554 -1.571 -0.20
C -4.395 -0.893 0.786 -1.79
C -0.733 0.594 2.732 0.95
C -0.049 2.739 -1.603 0.24
H -5.269 -1.538 0.730 0.46
F -4.772 -2.515 -1.630 -0.26
C -2.170 -0.490 4.166 -0.47
C 1.990 3.025 -3.443 0.27
H 0.248 1.070 2.771 0.78
C 0.635 -2.903 -2.743 -0.68
C -2.780 0.768 3.776 -0.88
C 3.836 -0.021 2.472 -0.85
C 0.406 -1.757 -1.996 -0.56
H 2.296 2.883 0.436 0.42
C -0.095 3.761 -2.527 0.28
H 4.271 -0.832 3.041 0.45
H 2.111 -4.275 -3.470 0.42
H 2.635 -1.324 1.266 0.54
H 3.616 -1.035 -1.121 0.52
F -1.820 -3.233 -0.491 -0.19
O -2.279 -0.404 -0.282 0.01
H -2.624 -1.214 4.828 0.48
C -3.298 -1.361 -0.160 1.09
F -1.092 4.634 -2.536 -0.31
Ga -0.966 0.087 0.840 0.30
C 1.001 1.817 -1.587 -0.76
H -2.070 2.441 2.577 0.58
F 3.080 1.200 -2.522 -0.31
C -3.872 -1.532 -1.584 0.54
F 2.976 3.168 -4.311 -0.27
H -4.020 -0.886 1.809 0.28
C 2.368 0.749 0.727 0.57
C 2.724 2.066 1.005 -0.63
F -3.643 -3.610 0.603 -0.26
C -1.937 1.441 2.961 -0.90
C 0.922 3.902 -3.457 0.62
H -0.246 -1.400 3.704 0.53
H -4.678 0.119 0.506 0.39
C -2.717 -2.700 0.349 0.44
C 4.198 1.293 2.739 -0.55
F -2.918 -1.808 -2.483 -0.17
H -3.746 1.116 4.115 0.49
C 2.020 2.004 -2.512 0.47
H 4.918 1.506 3.519 0.42
F -4.467 -0.400 -1.967 -0.27

=====

3.
60
Properties=species:S:1:pos:R:3:mulliken_charge:R:1 method="wB97M-V/def2-TZVPD" multiplicity=2 e_homo_ev="-8.130 / -8.133" lumo_energy_ha="-0.027 / -0.021" s2=0.76
C -0.097 4.743 -0.736 -0.24
H -4.893 5.469 -0.763 0.41
H 2.684 -4.862 -3.038 0.40
S 3.059 1.538 1.274 1.40
O -0.202 0.543 1.757 -0.39
C -4.295 4.586 -0.583 -0.87
C -3.251 -2.058 -0.975 -0.73
O 2.107 2.296 2.056 -0.71
H -3.179 -5.106 0.506 0.39
C 3.530 -2.750 2.709 -0.66
C 2.185 -0.729 2.731 0.26
C 2.609 -1.864 -1.470 -0.37
C -2.887 4.684 -0.633 0.36
N -1.520 -0.819 -2.091 -0.53
O 0.861 -0.753 -0.267 0.01
O 0.002 2.381 -0.110 -0.02
H 5.071 -0.296 0.950 0.49
H 1.674 -2.523 3.762 0.35
H 0.301 -4.795 -2.380 0.55
H 3.654 -3.789 3.001 0.40
C -2.198 5.885 -0.899 0.51
C 2.404 -2.045 3.120 -0.59
C 0.963 -3.979 -2.108 -0.74
H -4.494 1.304 0.093 0.48
O 4.380 2.065 1.152 -0.71
C -4.047 2.268 -0.117 -0.29
C 0.420 -2.899 -1.400 0.28
H -0.558 -0.695 -2.293 0.30
I 1.965 4.866 -0.921 0.07
H -0.342 6.841 -1.189 0.42
C -0.853 5.913 -0.964 -0.44
H 3.221 -1.010 -1.228 0.58
C 3.178 -0.115 1.936 0.72
C 4.488 -2.133 1.919 -0.55
H -3.944 -1.278 -1.259 0.43
O 2.435 1.279 -0.110 -0.57
O 0.783 1.377 4.253 -0.59
N -2.737 2.302 -0.176 -0.31
C 2.293 -4.013 -2.484 -0.79
C 4.322 -0.810 1.544 -0.90
C -3.714 -3.188 -0.329 -0.56
C -2.834 -4.215 -0.007 -0.87
H 4.160 -2.942 -2.481 0.44
C -1.902 -1.910 -1.320 0.79
C -1.501 -4.079 -0.353 -0.57
H 5.366 -2.679 1.594 0.43
V 0.622 0.836 0.240 1.70
C -2.137 3.504 -0.413 0.39
H 1.295 1.994 3.701 0.51
H -2.044 0.028 -1.972 0.18
Cl -3.090 7.357 -1.151 -0.26
H -5.950 3.290 -0.245 0.40
C 1.282 -1.856 -1.064 0.16
C -0.704 3.548 -0.428 -0.41
H -4.768 -3.279 -0.090 0.39
C -1.015 -2.939 -1.004 0.26
H -0.796 -4.865 -0.100 0.50
C -4.873 3.392 -0.309 -0.73
C 3.120 -2.942 -2.172 -0.78
As 0.392 -0.074 3.333 0.23

=====

4.
57
Properties=species:S:1:pos:R:3:mulliken_charge:R:1 method="wB97M-V/def2-TZVPD" multiplicity=3 e_homo_ev="-6.832 / -7.325" lumo_energy_ha="-0.039 / -0.048" s2=2.02
C -3.220 -1.765 1.051 0.60
H -3.609 -7.124 -2.729 0.38
C -5.441 -0.398 1.992 -0.58
H 2.912 -3.512 1.884 0.46
C -2.637 -6.456 -0.941 -0.70
Pt -0.039 0.185 0.482 1.47
C -3.379 -4.992 -2.702 -0.72
C 1.862 -3.495 2.146 -0.68
H -2.819 -0.367 -1.722 0.49
O -0.984 -1.462 -0.840 -0.93
C -5.600 -1.610 1.337 -0.71
H -5.058 4.019 -0.740 0.45
Se -0.744 3.249 -0.289 0.37
H -6.310 0.139 2.350 0.40
C -3.245 -6.270 -2.173 -0.43
S 0.880 0.055 2.490 -0.49
H -4.623 -3.233 0.333 0.41
C -4.490 -2.296 0.860 -0.34
H 1.225 -2.916 0.178 0.37
C -2.306 -4.085 -0.755 -0.18
H -2.522 -7.452 -0.535 0.40
S 3.704 -0.231 3.450 -0.13
C -4.171 0.128 2.193 -0.92
C -4.671 0.732 -1.644 -0.45
S 4.810 0.256 0.756 -0.16
H -2.060 -0.152 1.869 0.26
H -6.590 -2.022 1.189 0.43
N -1.241 1.633 -0.859 -0.75
H -2.992 -2.902 -2.415 0.32
As -1.677 -2.554 0.212 1.47
H 2.206 -3.994 4.201 0.42
C -2.162 -5.362 -0.229 -0.37
H -4.045 1.071 2.708 0.47
C -0.427 -3.123 1.540 0.27
S 2.099 0.567 -0.484 -0.45
C 5.170 -0.073 2.465 0.56
C -4.595 3.066 -0.951 -0.69
C 2.564 0.059 2.152 0.01
H -1.878 -3.315 3.119 0.44
C -3.334 0.560 -1.513 -0.35
H -5.291 -0.092 -1.975 0.43
C 1.463 -3.760 3.450 -0.47
C -3.063 -0.558 1.727 -0.25
H -0.185 -3.904 4.818 0.41
C 3.069 0.281 0.907 0.27
C -2.908 -3.898 -1.995 -0.06
O 6.280 -0.208 2.895 -0.55
C 0.121 -3.708 3.799 -0.72
C -5.305 1.987 -1.357 -0.61
H -1.676 -5.507 0.729 0.40
C -2.552 1.665 -1.060 0.63
N -2.382 3.902 -0.373 -0.83
H -6.377 2.062 -1.480 0.40
C -3.179 2.935 -0.790 0.91
C -0.832 -3.384 2.843 -0.43
H -3.843 -4.850 -3.670 0.42
C 0.917 -3.173 1.185 -0.35

=====

5.
66
Properties=species:S:1:pos:R:3:mulliken_charge:R:1 method="wB97M-V/def2-TZVPD" e_homo_ev=-4.378 lumo_energy_ha=0.094 total_charge=-1
F 0.349 -2.425 1.363 -0.16
C -3.539 -1.344 3.598 0.37
F -4.094 1.393 -1.257 -0.24
O 2.007 1.967 -0.009 -0.54
C -0.410 4.338 -0.940 -0.25
C 3.511 0.431 3.981 0.53
F 4.338 -2.016 0.579 -0.29
C 1.142 6.385 0.111 -0.76
C -2.556 0.098 1.881 -0.66
F -3.320 3.397 0.361 -0.29
O -1.804 1.141 -0.236 -0.57
H 5.424 1.322 4.423 0.29
H 4.283 -0.699 2.367 0.49
H -1.293 8.386 -0.329 0.31
H 5.411 -0.436 4.510 0.38
C -4.068 0.717 -0.104 0.35
H -0.199 8.444 1.053 0.34
C 4.824 0.458 4.719 -1.69
C -0.240 6.545 0.035 0.97
F 4.176 0.059 -0.016 -0.19
H 1.750 7.181 0.526 0.31
C 2.385 1.066 4.491 -0.89
O 1.282 -0.503 -0.282 -0.82
F -5.232 1.003 0.521 -0.28
C 1.637 -2.437 1.015 0.36
C 1.201 1.059 3.784 -0.04
H -1.738 7.587 1.174 0.34
C -4.746 -2.010 4.202 -1.74
F 1.757 -3.260 -0.040 -0.29
O 2.928 2.998 -2.056 -0.74
F 3.393 -1.491 -1.283 -0.27
H -1.013 3.534 -1.340 0.72
C -0.901 7.811 0.512 -1.40
F 2.315 -3.009 2.032 -0.30
H 4.669 0.519 5.797 0.41
C 1.748 5.222 -0.329 -0.83
C -1.002 5.512 -0.496 -0.76
H -2.080 5.611 -0.551 0.42
O 0.704 1.874 -1.984 -0.73
H -5.661 -1.475 3.940 0.37
C -2.256 -1.556 4.098 -1.07
C -2.978 2.507 1.313 0.88
S 1.756 2.678 -1.307 1.62
C 3.521 -1.105 -0.013 0.30
C 3.405 -0.202 2.752 -0.94
C -2.796 1.072 0.732 1.53
Ir 0.098 1.046 -0.014 1.00
C -1.258 -0.109 2.400 0.76
C 1.088 0.406 2.554 -0.23
C 0.966 4.199 -0.847 -0.06
H 0.321 1.561 4.168 0.56
C -3.649 -0.517 2.496 -0.82
H -2.110 -2.210 4.952 0.39
H -4.643 -0.336 2.113 0.43
H 2.441 1.580 5.445 0.35
F -4.089 -0.585 -0.408 -0.25
C 2.219 -0.225 2.020 -0.72
F -3.927 2.564 2.261 -0.31
H -4.855 -3.039 3.851 0.31
H -4.678 -2.042 5.291 0.38
N -0.136 0.466 1.867 0.32
F -1.842 2.943 1.866 -0.21
H -0.176 -1.185 3.916 0.39
H 2.822 5.099 -0.269 0.42
C 2.127 -0.992 0.690 2.05
C -1.158 -0.969 3.518 -0.29

=====

6.
71
Properties=species:S:1:pos:R:3:mulliken_charge:R:1 method="wB97M-V/def2-TZVPD" e_homo_ev=-2.168 lumo_energy_ha=0.129 total_charge=-2
O 2.579 0.280 1.513 -0.71
C 1.169 0.058 -4.572 -0.03
C -1.131 4.043 6.532 0.45
H -1.517 1.441 4.267 0.16
O -1.416 -0.835 -2.797 -0.62
C 2.543 -5.082 -0.903 -0.52
C 1.997 -2.410 -1.530 0.05
H -4.767 -0.129 -3.388 0.37
H 2.795 -1.984 0.430 0.36
O -3.238 -0.914 -1.318 -0.63
S -2.847 -1.264 -2.696 1.52
C -1.321 -2.016 1.507 0.02
N -1.519 -0.469 3.423 -0.94
H 4.723 -1.044 -5.603 0.38
O -3.050 -2.638 -3.084 -0.69
As -3.177 2.269 -1.141 0.45
H 0.166 0.347 -4.286 0.24
O 0.588 0.162 0.511 -0.04
C 2.830 -4.077 0.007 -0.67
C 1.885 0.284 0.520 0.28
H 0.938 0.694 -6.604 0.42
F 0.557 7.751 6.723 -0.32
N -1.754 0.859 3.460 0.46
C 0.218 5.710 5.572 0.49
C 2.495 0.333 -0.881 -0.83
S -0.022 3.385 4.099 -0.46
C 2.015 -0.514 -3.626 0.23
H 1.251 -3.186 -3.391 0.46
C -3.763 -0.231 -3.794 -0.99
F -1.724 2.832 6.534 -0.35
N -1.894 0.351 1.372 0.13
H 3.954 -1.372 -3.283 0.37
C -1.367 4.842 7.632 -0.22
H -0.898 -3.089 -1.531 0.50
C 1.982 -4.755 -2.132 -0.68
F -1.018 6.894 8.780 -0.33
N -0.965 -4.361 1.577 -0.66
C -0.004 6.528 6.662 -0.02
C -0.869 -4.311 0.250 -0.79
F -2.146 4.408 8.642 -0.32
H -2.153 2.382 2.032 0.63
C -0.326 4.422 5.447 -0.11
H 3.216 -0.008 -7.271 0.36
C 1.603 0.242 -5.879 -0.92
N -1.174 -1.972 0.181 0.91
C 2.879 -0.151 -6.251 -0.40
S -3.606 3.304 -2.924 -0.55
P 1.418 -0.714 -1.911 1.66
C -1.197 -3.214 2.200 -0.39
H 3.547 0.052 -0.862 0.42
H -0.693 -5.241 -0.275 0.43
S -0.164 2.062 -2.230 -0.11
H 1.750 -5.533 -2.849 0.37
H 2.750 -6.116 -0.655 0.37
C 3.726 -0.733 -5.315 -0.74
C -0.801 6.101 7.709 0.64
H 3.260 -4.322 0.970 0.42
H 2.384 1.348 -1.268 0.50
Zr -1.107 0.292 -0.786 0.09
S -0.774 2.864 -0.436 -0.21
F 1.010 6.199 4.606 -0.32
C -1.967 1.344 2.245 -0.58
H -1.290 -3.223 3.279 0.51
S -4.472 2.728 0.450 -0.56
H -3.784 -0.711 -4.769 0.37
H -3.303 0.758 -3.828 0.14
C 3.295 -0.914 -4.011 -0.20
C -0.974 -3.122 -0.454 -0.19
C 1.706 -3.433 -2.438 -0.54
C 2.564 -2.748 -0.302 -0.72
C -1.600 -0.732 2.145 0.18

=====

7.
61
Properties=species:S:1:pos:R:3:mulliken_charge:R:1 method="wB97M-V/def2-TZVPD" e_homo_ev="-1.843 / -1.135" lumo_energy_ha="0.155 / 0.155" total_charge=-2
H -1.787 1.442 -2.950 0.61
H 0.827 -2.084 4.178 0.38
C 0.461 6.004 -1.399 0.34
C 0.101 -4.615 -2.046 -0.77
N 0.244 -2.699 -0.647 0.10
C 0.624 6.157 -2.768 -0.91
H 0.659 4.705 0.293 0.50
N -1.364 0.970 1.626 0.00
C -0.214 0.961 5.171 -0.61
C 1.094 5.106 -3.535 1.16
H 0.087 -5.029 -3.045 0.40
H 2.267 5.016 -5.335 0.27
C 1.923 1.560 -3.351 -0.58
C -3.478 3.368 -0.145 -0.56
C 0.035 -2.820 1.793 0.20
H 0.384 7.104 -3.234 0.31
C -2.531 2.372 0.079 0.29
H -3.918 3.852 0.715 0.48
C -0.758 1.396 3.976 -0.49
H 0.338 -2.562 -2.687 0.40
H -3.423 3.226 -3.523 0.47
H 0.785 -0.658 6.177 0.34
C -2.148 2.041 1.504 0.11
C -0.806 0.575 2.838 0.20
C 0.352 -0.302 5.248 -0.60
N -1.943 1.734 -0.921 0.48
H 2.228 1.410 -2.318 0.32
C -0.223 -0.719 2.917 0.11
H 1.473 2.817 -1.044 0.32
C -3.197 3.010 -2.487 -0.94
C 0.777 4.814 -0.777 -0.97
C -2.275 2.024 -2.174 -0.63
O -2.628 2.772 2.386 -0.84
C 0.572 0.827 -3.639 0.67
C -0.050 -5.426 -0.927 -0.26
H -0.191 -5.404 1.238 0.42
C 1.241 5.224 -5.026 -1.33
O 1.858 0.618 -0.036 -0.14
Cl -2.578 -1.390 -0.841 -0.53
Sn -0.442 -0.256 -0.267 1.20
C 0.243 -3.252 -1.854 -0.19
O 2.687 -0.087 0.634 -0.49
C 1.402 3.883 -2.915 0.45
H -0.167 -6.498 -1.032 0.38
H 0.606 4.483 -5.515 0.27
N -0.239 -1.515 1.775 0.07
Cl -0.183 7.329 -0.467 -0.29
C -3.805 3.699 -1.447 -0.33
C 1.241 3.750 -1.539 -0.38
C 0.370 -1.112 4.127 -0.49
O 1.888 2.937 -3.740 -0.41
O 0.146 0.025 -2.752 -0.53
H -1.180 2.384 3.914 0.41
H 0.959 6.221 -5.366 0.40
O 0.075 1.027 -4.755 -0.71
O 0.197 -3.583 2.759 -0.81
H -0.238 1.607 6.043 0.35
C 0.078 -3.458 0.424 0.37
H 2.674 1.129 -4.014 0.29
C -0.062 -4.841 0.325 -0.69
H -4.528 4.481 -1.647 0.38

=====

8.
61
Properties=species:S:1:pos:R:3:mulliken_charge:R:1 method="wB97M-V/def2-TZVPD" e_homo_ev="-11.038 / -11.038" lumo_energy_ha="-0.224 / -0.224" total_charge=+1
H -3.232 1.001 -5.543 0.40
P -2.067 -1.461 -0.578 1.45
C 2.808 2.274 1.124 0.15
C -1.679 0.293 -4.247 -0.74
C 2.707 5.245 5.044 -0.18
C 0.939 3.807 1.405 -0.06
H -5.464 -1.849 2.959 0.41
C 4.532 3.732 4.766 -0.14
N 2.281 6.034 5.761 -0.41
H 2.862 -2.133 -3.004 0.28
H 1.072 -3.058 1.053 0.32
F 4.510 2.209 2.657 -0.28
H 3.740 -5.260 -0.427 0.38
N 5.530 3.362 5.196 -0.44
F 0.860 5.212 3.215 -0.27
Pd 1.403 -1.579 -0.949 0.14
N 1.913 0.322 -1.934 -0.71
C -4.901 -1.176 2.326 -0.63
S -2.076 -3.414 -0.790 -0.62
H -2.924 1.231 0.034 0.36
C -5.089 0.194 2.424 -0.42
H -0.881 0.549 -4.932 0.41
F -0.213 4.315 1.000 -0.30
C 1.555 2.767 0.608 0.68
H 3.836 -1.690 -1.792 0.32
N 3.076 -2.324 -2.028 -0.45
C 2.743 3.763 3.070 0.11
H -5.799 0.592 3.137 0.40
S -0.314 -0.656 0.264 -0.26
C -0.287 2.681 -1.057 -0.37
C 1.560 1.207 -1.280 0.32
H 1.621 -5.213 0.581 0.37
H -3.845 -2.758 1.316 0.37
C -4.376 1.061 1.604 -0.77
C 0.983 2.274 -0.533 1.23
H -4.532 2.130 1.676 0.44
C -3.726 -0.364 -2.487 -0.32
C -2.400 -0.605 -2.136 0.40
F 3.440 1.325 0.434 -0.32
C 3.233 -4.297 -0.506 -0.58
C 3.360 2.724 2.262 0.23
C 1.488 4.268 2.542 0.31
H 3.022 -4.325 -2.641 0.34
H 3.665 -3.660 0.272 0.25
C 3.530 -3.730 -1.883 -0.66
N 1.005 -3.283 0.063 -0.18
H -0.004 -3.438 -0.130 -0.11
H -0.349 -0.484 -2.760 0.42
C -3.470 0.557 0.686 0.03
C -3.994 -1.690 1.409 -0.58
C 3.296 4.223 4.227 1.28
H -4.527 -0.622 -1.807 0.44
C -4.021 0.214 -3.713 -0.72
H 1.277 -4.970 -1.124 0.32
C -3.282 -0.823 0.590 -0.07
H 4.600 -3.788 -2.086 0.36
N -1.319 2.935 -1.492 -0.48
C 1.751 -4.519 -0.251 -0.55
H -5.051 0.406 -3.980 0.41
C -2.999 0.546 -4.590 -0.51
C -1.381 -0.284 -3.023 -0.16

=====

| no. | E (eV) |
| --- | --- |
| 1 | -109379.5830 |
| 2 | -189215.4594 |
| 3 | -163607.1693 |
| 4 | -208153.8094 |
| 5 | -86323.3879 |
| 6 | -196027.7295 |
| 7 | -79494.3872 |
| 8 | -82566.0473 |